1 | Here is a cluster of 2 separate species, CH3NOS in total from the OMol25 dataset. Energies are from ωB97M-V/def2-TZVPD.

Values from the calculation:
- gap between HOMO and LUMO (eV) = 9.235
- LUMO (eV) = 0.27
- molecular weight (g/mol) = 77.11

Structure (ORCA input):
```
! wB97M-V def2-TZVPD RIJCOSX def2/J DEFGRID3
* xyz 0 1
C -0.17347 -1.18029 0.67173
N 0.22966 0.84855 -0.76360
O -0.38720 -2.11668 1.30881
S 0.61742 -0.76387 -0.72748
H -0.76879 0.50174 1.22820
H 0.16716 1.24469 -1.76336
H 0.31522 1.46585 0.04571
*
```

2 | Here is the molecule CH3NOS from the OMol25 dataset. Energies are from ωB97M-V/def2-TZVPD.

Values from the calculation:
- gap between HOMO and LUMO (eV) = 9.158
- LUMO (eV) = 0.09
- SMILES = O=CNS
- molecular weight (g/mol) = 77.11

Structure (ORCA input):
```
! wB97M-V def2-TZVPD RIJCOSX def2/J DEFGRID3
* xyz 0 1
O 1.42300 -0.98091 -0.17105
C 0.93466 0.15614 -0.19139
N -0.34416 0.47320 -0.07271
S -1.77207 -0.38745 -0.17216
H 1.62592 1.04598 0.24111
H -0.46418 1.58384 -0.10871
H -1.40317 -1.89080 0.47491
*
```

3 | Here is the molecule CH3NOS from the OMol25 dataset. Energies are from ωB97M-V/def2-TZVPD.

Values from the calculation:
- gap between HOMO and LUMO (spin up / spin down) (eV) = 7.826 / 8.698
- LUMO (spin up / spin down) (eV) = 0.00 / 0.44
- molecular weight (g/mol) = 77.11

Structure (ORCA input):
```
! wB97M-V def2-TZVPD RIJCOSX def2/J DEFGRID3
* xyz 0 1
C 1.12851 -0.07165 -0.38464
N -0.96389 0.22410 0.43570
O 0.31050 0.62535 0.35592
S -1.71382 1.24053 1.58052
H 0.85248 -0.99875 -0.88093
H 2.19236 0.00542 -0.26457
H -3.06298 1.06598 1.28281
*
```

4 | Here is the molecule CH3NOS from the OMol25 dataset. Energies are from ωB97M-V/def2-TZVPD.

Values from the calculation:
- gap between HOMO and LUMO (eV) = 9.067
- LUMO (eV) = 0.07
- SMILES = ONC=S
- molecular weight (g/mol) = 77.11

Structure (ORCA input):
```
! wB97M-V def2-TZVPD RIJCOSX def2/J DEFGRID3
* xyz 0 1
O 1.09378 -1.08562 -0.21870
N 0.67144 0.28772 -0.24850
C -0.62931 0.44272 -0.27099
S -1.90193 -0.52025 -0.15545
H 0.26682 -1.56662 0.37502
H 1.30573 0.99585 0.47288
H -0.80653 1.44620 0.04572
*
```

It is 2 that is the most stable of them.

1 | Here is a cluster of 2 separate species, N3O3S in total from the OMol25 dataset. Energies are from ωB97M-V/def2-TZVPD.

Values from the calculation:
- gap between HOMO and LUMO (eV) = 7.479
- LUMO (eV) = 4.03
- molecular weight (g/mol) = 122.09

Structure (ORCA input):
```
! wB97M-V def2-TZVPD RIJCOSX def2/J DEFGRID3
* xyz -1 1
N -1.86778 0.77439 -1.00871
N 1.21480 -1.20196 0.42276
N -1.51352 0.46211 0.01201
O 1.21032 1.21153 -0.55197
O 0.40778 -1.72362 -0.42166
O -1.19068 0.24806 1.08394
S 1.73909 0.22949 0.46362
*
```

2 | Here is a cluster of 2 separate species, N3O3S in total from the OMol25 dataset. Energies are from ωB97M-V/def2-TZVPD.

Values from the calculation:
- gap between HOMO and LUMO (spin up / spin down) (eV) = 7.384 / 7.381
- LUMO (spin up / spin down) (eV) = 3.11 / 3.11
- molecular weight (g/mol) = 122.09

Structure (ORCA input):
```
! wB97M-V def2-TZVPD RIJCOSX def2/J DEFGRID3
* xyz -1 1
N 1.14579 -1.01755 0.21299
N -0.79529 1.12845 0.86375
N 0.50119 -0.71539 -0.76769
O -0.23061 0.97328 -0.21085
O -2.01154 0.71097 1.06515
O 0.41695 -1.14255 -1.92439
S 1.21238 -0.31301 1.66135
*
```

It is 1 that is the most stable of them.

1 | Here is the molecule C19H31N3O4S from the OMol25 dataset. Energies are from ωB97M-V/def2-TZVPD.

Values from the calculation:
- gap between HOMO and LUMO (eV) = 9.425
- LUMO (eV) = 0.43
- SMILES = CCCCN(C)C(=O)C[C@@H](NS(=O)(=O)c1ccc(NC(C)=O)cc1)C(C)C
- molecular weight (g/mol) = 397.54

Structure (ORCA input):
```
! wB97M-V def2-TZVPD RIJCOSX def2/J DEFGRID3
* xyz 0 1
C -3.86485 -2.75472 -0.97920
C -3.71112 -2.46903 0.50914
C -4.88284 -1.69350 1.11060
C -5.09105 -0.30363 0.50429
N -3.93282 0.56847 0.59502
C -3.48025 0.88371 1.92878
C -3.30687 0.93308 -0.54003
O -3.65551 0.51919 -1.63798
C -2.14476 1.91302 -0.45711
C -0.84201 1.20400 -0.07532
N -0.65424 0.01086 -0.88684
S -0.16448 -1.35221 -0.06984
O -0.53540 -2.48791 -0.85864
O -0.59076 -1.29225 1.30624
C 1.60627 -1.16077 -0.13109
C 2.33549 -0.89312 1.01013
C 3.70429 -0.70942 0.92993
C 4.34046 -0.79825 -0.30798
N 5.71470 -0.62711 -0.46328
C 6.66107 -0.31877 0.47991
C 8.05072 -0.24209 -0.11560
O 6.42432 -0.12657 1.64745
C 3.58874 -1.07555 -1.45380
C 2.22376 -1.25544 -1.36376
C 0.41323 2.09662 -0.19743
C 0.66413 2.55040 -1.63277
C 0.34709 3.28940 0.75299
H -3.92640 -1.83242 -1.55049
H -2.99524 -3.30498 -1.32881
H -4.75960 -3.34538 -1.16967
H -3.62201 -3.41717 1.04485
H -2.78166 -1.92350 0.67394
H -4.72791 -1.60164 2.18815
H -5.80751 -2.25482 0.95572
H -5.92722 0.18943 1.01612
H -5.33578 -0.39146 -0.55454
H -3.05374 1.88388 1.97806
H -4.33607 0.84545 2.60273
H -2.73249 0.16265 2.27114
H -2.04139 2.33087 -1.45965
H -2.35293 2.72048 0.24270
H -0.90555 0.87223 0.96880
H -1.40555 -0.18064 -1.53442
H 1.81858 -0.83397 1.95476
H 4.28455 -0.49901 1.81245
H 6.04675 -0.75184 -1.41019
H 8.08910 0.52472 -0.88658
H 8.76052 0.00466 0.66822
H 8.32403 -1.19847 -0.55657
H 4.08226 -1.14948 -2.41261
H 1.62346 -1.47650 -2.23102
H 1.25569 1.46490 0.10557
H 0.60877 1.69784 -2.30398
H -0.06578 3.29356 -1.94349
H 1.65334 2.99505 -1.71353
H 0.12783 2.96152 1.76664
H -0.41734 3.99636 0.43987
H 1.30198 3.80932 0.76205
*
```

2 | Here is the molecule C19H31N3O4S from the OMol25 dataset. Energies are from ωB97M-V/def2-TZVPD.

Values from the calculation:
- gap between HOMO and LUMO (eV) = 8.062
- LUMO (eV) = 0.69
- SMILES = CCOc1cc(N2CCOCC2)c(OCC)cc1NC(=S)NCCCOC
- molecular weight (g/mol) = 397.54

Structure (ORCA input):
```
! wB97M-V def2-TZVPD RIJCOSX def2/J DEFGRID3
* xyz 0 1
C -2.00010 -4.80338 -0.77529
C -1.52689 -4.52133 0.64767
O -0.41201 -3.65566 0.68974
C -0.58657 -2.31339 0.48456
C -1.79592 -1.66064 0.33711
C -1.88665 -0.27772 0.15788
N -3.17156 0.25769 0.05258
C -4.00563 -0.15634 -1.05896
C -5.47292 -0.00314 -0.65266
O -5.75921 1.32344 -0.27891
C -4.92741 1.73210 0.78308
C -3.44394 1.63273 0.41206
C -0.69954 0.47928 0.15124
O -0.79596 1.82461 -0.08708
C 0.28799 2.67675 0.23765
C 0.52610 2.80122 1.73793
C 0.51284 -0.17306 0.33527
C 0.59323 -1.55318 0.47151
N 1.81297 -2.20963 0.67466
C 3.01978 -1.94832 0.11193
S 4.37413 -2.67663 0.72238
N 3.04815 -1.12811 -0.95847
C 4.24196 -0.54499 -1.50933
C 4.24754 0.97540 -1.33529
C 4.31849 1.37645 0.14523
O 3.77706 2.65273 0.40571
C 4.57534 3.72212 -0.03762
H -1.18565 -5.22935 -1.35574
H -2.32787 -3.88923 -1.26424
H -2.82571 -5.50922 -0.75380
H -2.34536 -4.12818 1.26289
H -1.16564 -5.44594 1.10669
H -2.72219 -2.21006 0.37637
H -3.79584 -1.19285 -1.32189
H -3.81471 0.47694 -1.94164
H -6.13482 -0.23623 -1.48866
H -5.68969 -0.68211 0.18695
H -5.20076 2.76524 1.00302
H -5.12136 1.10581 1.66763
H -2.83763 1.90876 1.27319
H -3.23102 2.32421 -0.41598
H 1.20912 2.35995 -0.26416
H -0.00827 3.64388 -0.17727
H -0.32864 3.26885 2.22088
H 0.68204 1.82172 2.18356
H 1.41283 3.40402 1.90819
H 1.42362 0.39998 0.38663
H 1.77086 -3.04071 1.24870
H 2.16417 -0.78958 -1.31099
H 5.09078 -0.99574 -0.98926
H 4.30833 -0.79303 -2.57415
H 5.09358 1.39076 -1.88378
H 3.32963 1.38993 -1.76305
H 3.71693 0.68936 0.74611
H 5.35580 1.31848 0.50201
H 5.58845 3.65515 0.37583
H 4.64022 3.75851 -1.13062
H 4.09752 4.63167 0.32200
*
```

It is 1 that is the most stable of them.